58
Properties=species:S:1:pos:R:3:forces:R:3 method="wB97M-V/def2-TZVPD" relative_energy_kj_mol=210.0 total_charge=0 homo_energy_ev=-9.161 homo_lumo_gap_ev=9.832
C -3.06702 1.12053 -0.03020 0.0 0.2 -0.1
H -2.09499 1.52741 -0.33189 0.0 0.0 0.0
O -2.93523 -0.00907 0.79601 0.0 -0.3 0.2
C -2.32266 0.25327 2.04240 -0.1 0.1 0.1
C -0.87697 0.60337 1.86293 0.3 -0.3 -0.1
N 0.10756 -0.19963 1.64380 -1.2 -0.5 0.4
N 1.21276 0.55930 1.49380 0.9 0.9 0.0
C 0.85315 1.79473 1.62806 0.2 -0.4 0.0
O -0.47061 1.89650 1.87093 0.0 0.2 0.0
C 1.71301 2.99372 1.50810 0.0 0.2 0.1
C 2.90203 2.71860 0.58111 -0.2 0.1 -0.1
H 3.55031 3.59489 0.57239 0.0 -0.1 0.0
H 3.45625 1.85336 0.94178 0.1 0.0 0.0
C 2.40538 2.48984 -0.84656 0.4 -0.1 0.5
O 2.20308 3.41360 -1.61002 -0.1 0.4 -0.2
N 2.21420 1.19777 -1.16709 0.0 -0.6 -0.2
H 2.28841 0.49810 -0.44272 0.0 0.2 0.1
C 1.71123 0.78863 -2.46143 0.0 0.2 -0.2
C 0.23910 0.35337 -2.42163 -0.1 0.2 0.0
C 0.06535 -0.94484 -1.63457 0.1 0.0 0.0
C 0.89931 -2.04792 -2.28241 -0.1 -0.3 0.1
C 2.37131 -1.63823 -2.27439 -0.1 0.0 0.0
C 2.54861 -0.34313 -3.06733 0.2 0.1 -0.1
C 2.08155 -0.56257 -4.50694 -0.1 0.0 0.0
C 0.60678 -0.96517 -4.50834 -0.1 -0.1 -0.3
C 0.43484 -2.26406 -3.72184 0.0 0.0 0.0
H 1.01973 -3.06080 -4.18741 0.0 -0.1 0.0
H -0.61390 -2.56941 -3.73186 -0.1 -0.1 0.0
C -0.23090 0.13747 -3.86050 0.1 0.0 0.0
H -0.13061 1.06531 -4.42807 0.0 0.1 0.0
H -1.28553 -0.14728 -3.86522 -0.1 0.0 0.0
H 0.27242 -1.11523 -5.54110 0.0 0.0 0.1
H 2.21912 0.35326 -5.08583 0.0 0.0 -0.1
H 2.68020 -1.34786 -4.97391 0.0 0.0 0.0
H 3.60363 -0.04756 -3.06128 -0.1 0.0 0.0
H 2.71490 -1.50985 -1.24582 0.1 -0.1 0.1
H 2.97876 -2.42488 -2.72843 0.1 0.0 0.0
H 0.77680 -2.97650 -1.71431 0.0 0.0 0.0
H 0.36928 -0.81832 -0.59514 -0.1 0.0 0.0
H -0.99053 -1.22656 -1.63162 -0.1 0.0 0.1
H -0.35108 1.15343 -1.95896 0.1 0.0 0.0
H 1.79641 1.68245 -3.09139 0.0 -0.2 0.1
H 2.07325 3.27373 2.50269 -0.1 0.1 -0.1
H 1.11269 3.82010 1.12083 0.1 0.0 0.0
C -2.42929 -0.98277 2.90285 -0.2 0.1 0.0
C -2.87049 -0.89836 4.21452 0.0 0.1 -0.1
C -2.95232 -2.04015 4.99358 0.0 0.0 0.1
C -2.59746 -3.26806 4.46326 0.0 0.0 0.1
C -2.15818 -3.35294 3.15229 0.0 0.0 -0.1
C -2.07014 -2.21426 2.37289 -0.1 0.0 0.0
H -1.72565 -2.26402 1.35355 0.0 -0.1 -0.1
H -1.88035 -4.31007 2.73704 0.0 -0.1 0.0
H -2.66359 -4.15788 5.07177 0.0 -0.1 0.0
H -3.29630 -1.96890 6.01485 0.0 0.0 0.1
H -3.15192 0.05890 4.63066 0.0 0.1 0.0
H -2.81301 1.11410 2.52872 0.1 -0.2 0.0
H -3.60260 0.78552 -0.91582 0.0 0.1 0.0
H -3.64121 1.91216 0.46710 0.0 0.0 0.0

59
Properties=species:S:1:pos:R:3:forces:R:3 method="wB97M-V/def2-TZVPD" relative_energy_kj_mol=0.0 total_charge=0 homo_energy_ev=-8.823 homo_lumo_gap_ev=9.342
C -4.50652 -2.69872 1.11090 0.2 0.3 -0.1
C -4.08588 -1.46569 0.31565 -0.3 -0.1 0.0
O -2.69668 -1.33743 0.09500 0.1 -0.3 -0.2
C -1.92159 -0.86548 1.18040 0.2 0.1 0.4
C -1.36702 -1.93052 2.13081 -0.1 0.0 -0.4
H -0.67509 -1.42211 2.80284 -0.1 0.0 0.0
H -2.16020 -2.38090 2.72662 0.0 0.0 0.1
C -0.61720 -3.05306 1.40460 0.0 0.2 0.4
N 0.37213 -2.56568 0.46590 -0.3 -0.3 -0.1
C 1.30780 -1.65238 0.77196 0.2 -0.2 -0.6
O 1.51767 -1.21445 1.88265 0.0 0.1 0.4
C 2.09594 -1.19767 -0.48981 0.0 -0.2 0.2
N 1.18645 -0.50490 -1.38988 0.3 0.2 0.2
C 0.35976 -1.13873 -2.22777 -0.2 0.4 -0.3
O 0.30255 -2.35311 -2.34991 0.0 -0.4 -0.1
C -0.57375 -0.19270 -2.98565 0.1 0.0 -0.1
N -1.53897 0.40089 -2.08300 0.0 -0.1 -0.1
C -1.21836 1.48747 -1.33894 -0.2 -0.2 -0.2
O -0.12203 2.02682 -1.40305 0.2 0.2 0.1
C -2.30449 1.98956 -0.45661 -0.1 0.2 0.2
C -3.64990 1.82817 -0.77270 0.2 0.0 0.0
C -4.62299 2.30935 0.08466 -0.1 0.0 0.0
C -4.26357 2.94978 1.25998 -0.1 0.0 0.0
C -2.92514 3.12691 1.57094 0.0 0.0 0.0
C -1.94938 2.65548 0.71292 0.1 -0.1 -0.1
H -0.90192 2.78973 0.93708 0.1 0.0 0.0
H -2.64323 3.63386 2.48159 0.0 0.0 0.1
H -5.02782 3.31747 1.92880 -0.1 0.0 0.0
H -5.66685 2.18623 -0.16516 -0.1 0.0 0.0
H -3.93697 1.34810 -1.69644 0.0 -0.1 -0.1
H -2.27101 -0.20728 -1.74060 0.0 0.1 0.2
H -1.10514 -0.75559 -3.75436 0.1 0.0 0.1
H 0.00343 0.61630 -3.44104 -0.1 -0.1 0.0
H 1.13496 0.50862 -1.32304 -0.1 -0.1 -0.1
C 3.24865 -0.31308 -0.11299 0.0 -0.1 -0.1
C 4.55651 -0.74963 -0.26524 -0.2 0.0 0.0
C 5.61433 0.06034 0.10492 0.0 0.1 0.1
C 5.39105 1.32257 0.63852 0.0 -0.1 -0.1
C 4.07892 1.75217 0.79426 0.0 0.0 -0.1
C 3.01862 0.94647 0.42628 0.1 0.0 0.0
H 2.00799 1.29966 0.56654 -0.1 0.1 0.0
H 3.88601 2.73000 1.21160 0.0 0.1 0.0
C 6.53511 2.19285 1.06196 0.0 0.0 0.1
H 6.72567 2.06206 2.12774 0.1 0.0 0.1
H 6.30803 3.24250 0.88884 0.0 0.1 0.0
H 7.44277 1.93312 0.52225 0.1 0.0 0.0
H 6.62752 -0.29383 -0.02235 0.1 0.0 0.0
H 4.75008 -1.72991 -0.67735 0.0 -0.1 -0.1
H 2.44894 -2.09974 -1.00511 0.0 0.2 0.1
H 0.26239 -2.82920 -0.50736 0.1 0.1 0.0
H -1.32057 -3.66296 0.83680 0.1 0.0 0.0
H -0.12829 -3.68233 2.15717 -0.1 0.0 -0.1
H -2.49783 -0.12783 1.75573 0.0 0.0 -0.1
H -1.07473 -0.34652 0.72049 -0.1 0.0 0.1
H -4.46754 -0.55651 0.80428 0.0 -0.1 -0.1
H -4.51629 -1.52653 -0.68921 -0.1 0.1 0.1
H -5.58472 -2.81746 1.04050 -0.1 0.0 0.0
H -4.24051 -2.60400 2.15977 0.0 0.0 0.1
H -4.02917 -3.58583 0.70286 0.0 -0.1 0.0

60
Properties=species:S:1:pos:R:3:forces:R:3 method="wB97M-V/def2-TZVPD" relative_energy_kj_mol=42.0 total_charge=0 homo_energy_ev=-8.706 homo_lumo_gap_ev=9.067
C 5.64222 2.11638 2.07971 0.1 -0.2 -0.2
C 4.83576 1.26637 1.11704 0.0 0.4 0.4
O 5.31369 0.37905 0.43984 0.2 -0.3 -0.3
N 3.52704 1.58642 1.09074 -0.5 0.3 0.0
H 3.15037 2.35301 1.63640 0.1 0.0 -0.1
C 2.55964 0.96268 0.22357 0.3 -0.2 -0.1
C 1.31711 1.85621 0.24540 0.3 -0.1 -0.1
O 1.24423 2.82541 0.98106 0.0 0.3 0.2
N 0.35415 1.49241 -0.61122 -0.2 -0.2 -0.1
H 0.45976 0.64960 -1.16708 0.2 0.1 0.1
C -0.87227 2.24736 -0.76018 -0.1 0.3 0.2
C -1.11386 2.60163 -2.24226 -0.2 -0.1 0.0
C -2.20681 1.72754 -2.86829 0.2 0.5 -0.5
N -2.14519 0.36259 -2.39544 0.9 -0.6 -0.6
S -0.98099 -0.62486 -3.07290 -0.7 -0.1 0.1
O -0.66645 -0.10740 -4.36852 -0.2 0.1 -0.1
O 0.11009 -0.85552 -2.15109 -0.2 -0.3 -0.1
C -1.90375 -2.14602 -3.23168 0.4 0.3 0.2
C -2.91975 -2.19519 -4.16677 -0.1 0.0 -0.1
C -3.66442 -3.35540 -4.29374 0.0 0.1 0.0
C -3.38571 -4.44669 -3.48417 0.0 -0.1 0.1
C -2.36326 -4.38583 -2.55104 0.0 0.0 0.0
C -1.61481 -3.22642 -2.42217 0.2 0.0 0.1
H -0.80385 -3.15128 -1.71488 0.1 0.0 0.1
H -2.14631 -5.23904 -1.92678 0.0 -0.1 0.1
H -3.96653 -5.35124 -3.58519 0.0 -0.1 0.0
H -4.45849 -3.41089 -5.02261 -0.1 0.0 -0.1
H -3.10161 -1.33079 -4.78484 -0.1 0.1 -0.1
C -2.35122 0.19817 -0.96874 -0.3 -0.3 0.6
C -2.06960 1.48266 -0.18158 0.2 0.0 -0.2
H -2.94168 2.13717 -0.21330 -0.1 0.0 0.0
H -1.86825 1.23305 0.86045 -0.1 0.0 0.0
H -1.68720 -0.60456 -0.64310 -0.1 0.1 0.2
H -3.38524 -0.12786 -0.79735 0.1 0.0 0.1
H -2.08708 1.69148 -3.95085 -0.2 0.2 0.0
H -3.20324 2.11292 -2.63472 0.0 -0.1 -0.1
H -1.39691 3.64994 -2.33966 0.0 0.0 0.0
H -0.18248 2.45128 -2.79033 0.0 0.1 0.0
H -0.72017 3.15878 -0.17111 -0.1 -0.2 -0.2
H 2.96322 0.91640 -0.79658 -0.1 0.0 0.1
C 2.22937 -0.48142 0.66918 0.1 0.2 0.0
C 1.47689 -0.48487 1.96651 0.0 -0.2 -0.1
C 2.12527 -0.23428 3.17024 0.0 0.0 0.0
C 1.41687 -0.17476 4.35467 0.0 0.0 0.0
C 0.04092 -0.37025 4.37613 0.0 0.0 0.0
C -0.60295 -0.64116 3.17716 0.0 0.0 0.1
C 0.10620 -0.69773 1.99086 0.1 0.0 0.0
H -0.40875 -0.92283 1.06782 0.0 0.0 -0.1
H -1.67134 -0.81107 3.17097 -0.1 0.0 0.0
C -0.72061 -0.27876 5.66392 0.0 0.1 0.0
H -0.84798 0.76616 5.94851 -0.1 0.0 0.1
H -1.70608 -0.72823 5.56753 -0.1 0.0 0.1
H -0.18215 -0.77914 6.46646 0.0 0.0 0.1
H 1.93755 0.02444 5.28087 0.1 0.0 0.1
H 3.19566 -0.09150 3.17665 0.1 0.0 0.0
H 3.18104 -1.00643 0.77045 0.0 0.0 -0.1
H 1.64668 -0.96488 -0.11616 0.0 -0.1 0.0
H 5.63667 3.15180 1.74656 0.0 0.1 0.0
H 6.66601 1.75515 2.10882 0.0 0.0 0.0
H 5.21061 2.07022 3.07683 0.0 0.0 0.1

61
Properties=species:S:1:pos:R:3:forces:R:3 method="wB97M-V/def2-TZVPD" relative_energy_kj_mol=2169.2 total_charge=0 homo_energy_ev=-8.302 homo_lumo_gap_ev=8.058
C -7.58494 -1.96465 -0.35852 2.7 3.0 -3.8
C -7.01812 -0.52926 -0.44476 -7.5 -1.0 -0.3
H -7.44069 0.12903 0.37073 0.7 -0.9 -0.7
H -7.40354 -0.04552 -1.39703 0.2 -0.5 0.8
O -5.72352 -0.68118 -0.48360 4.9 4.0 2.4
C -5.26216 0.57744 0.13247 2.3 -0.1 -1.2
O -5.94212 1.53366 0.47920 0.8 -1.9 -0.5
N -3.88716 0.59644 0.11618 1.5 -0.8 0.4
C -3.14534 1.78994 0.42628 2.4 -0.6 0.8
H -3.73790 2.50750 0.82522 -2.5 2.4 0.5
H -2.43633 1.73277 1.33639 -0.5 -0.9 -1.6
C -2.43193 2.26003 -0.85100 4.4 -6.2 5.0
N -1.47528 0.87475 -1.28625 5.0 16.1 4.0
C -0.15748 0.98670 -0.89820 -2.3 -9.0 -5.4
O 0.41060 -0.12527 -1.40161 0.3 4.7 2.8
C 0.51123 1.99721 -0.11957 5.0 -0.2 -4.5
N 1.67767 1.32328 0.62353 -4.6 5.4 -4.3
C 2.93372 1.40644 0.19654 6.0 1.9 -5.0
C 3.39412 1.40078 -1.29083 -16.2 -0.5 7.2
C 4.58401 1.33025 -1.52721 6.8 -3.0 -11.8
C 5.57354 1.43032 -0.79062 7.4 1.8 10.6
C 5.18827 1.68674 0.79543 5.7 -1.3 -9.8
C 3.98240 1.72616 1.11075 -8.0 -0.8 5.4
H 3.66327 1.77307 2.26780 0.6 0.1 -2.7
H 6.09444 1.87825 1.12489 3.5 1.0 3.4
H 6.73721 1.44957 -1.02435 -2.9 -0.3 0.3
C 4.95650 0.88523 -3.09280 -0.8 13.7 1.6
H 5.92277 1.71455 -3.38077 -2.5 -3.2 0.6
H 4.07935 1.42250 -3.62072 1.4 -1.6 0.1
H 5.08088 -0.03567 -3.22180 1.2 -7.5 -1.2
H 2.51254 1.24968 -1.99814 1.6 0.1 0.7
S 1.12150 0.22868 1.48586 2.2 -4.3 12.1
O 1.91616 0.44502 2.85489 -2.6 -1.1 -4.7
O -0.30466 0.23120 1.66096 -0.5 1.0 -0.9
C 1.57682 -1.38898 0.90331 4.0 6.4 2.0
C 2.98360 -1.44302 0.77508 -5.1 -9.6 -5.6
C 3.30451 -2.85930 0.00401 2.0 4.4 5.3
C 2.29231 -3.74681 0.05313 -2.1 -3.4 -5.9
C 0.94056 -3.38432 0.00209 -2.9 2.6 3.9
C 0.49991 -2.08249 0.63575 14.6 -8.9 -7.1
H -0.33297 -2.01238 0.86241 -13.9 2.2 3.5
H 0.04545 -4.05268 -0.06191 1.4 0.0 -0.5
C 2.55544 -5.13448 -0.78201 2.2 1.3 1.1
H 1.97702 -5.44611 -1.64812 -0.8 0.6 0.3
H 3.59045 -5.05061 -1.19073 -0.6 0.1 0.2
H 2.65181 -5.94960 -0.09373 -0.3 -0.7 0.4
H 4.40148 -3.22728 0.08167 -1.9 0.8 -0.8
H 3.83673 -1.09984 1.09106 3.7 3.3 2.0
H -0.04095 2.67505 0.32923 -2.8 2.3 3.6
H 0.87983 2.77769 -0.93395 0.4 -1.8 1.3
C -2.25829 -0.07852 -1.51988 4.1 -9.9 2.3
H -1.57679 -0.87536 -1.83255 -0.7 -0.6 -0.9
C -2.86927 -0.47312 -0.30815 -5.9 -5.6 7.1
H -3.62508 -1.48105 -0.30106 2.3 2.6 -0.9
H -2.22099 -0.82828 0.70186 -1.2 1.8 -3.1
H -2.93767 0.19766 -2.07544 -6.7 2.0 -6.6
H -1.76199 3.00250 -0.65966 1.5 2.3 0.0
H -3.12759 2.36939 -1.49733 -4.1 1.1 -5.1
H -7.15420 -2.40577 -1.25090 -0.7 -0.7 -0.3
H -8.56993 -2.01215 -0.25252 -4.5 0.0 -0.5
H -7.28562 -2.52360 0.39783 2.2 -2.1 3.9